# 1
The following is a quantum chemistry calculation of C6H12 in the gas phase, from OMol25.

Structure (XYZ):
```
18
Properties=species:S:1:pos:R:3
C -0.08281 1.35223 -0.43910
C -0.04868 0.03567 -0.16380
C -1.30645 -0.80664 0.03366
C -2.55111 0.01180 0.23479
C 1.27835 -0.65012 0.04030
C 2.55252 0.17436 0.15634
H -0.85315 2.09789 -0.32746
H 0.85039 1.73335 -0.84702
H -1.38813 -1.41903 -0.87611
H -1.05092 -1.57985 0.77141
H -2.62722 0.71844 -0.59323
H -3.43163 -0.62804 0.29888
H -2.47491 0.59115 1.15441
H 1.11532 -1.42399 0.79483
H 1.42702 -1.34802 -0.81783
H 2.74667 0.71976 -0.76519
H 2.43510 0.88271 0.98241
H 3.40965 -0.46167 0.36270
```

Values from the calculation:
* SMILES string: C=C(CC)CC
* relative energy (zero: lowest compared OMol25 entry of this formula, charge and spin): 122.1 kJ/mol
* E_tot: -235.77173 Ha
* HOMO energy: -8.883 eV
* LUMO level: 1.127 eV
* frontier orbital gap: 10.01 eV
* 2S+1: 1

=====

# 2
The following is a quantum chemistry calculation of C6H12 in the gas phase, from OMol25.

Structure (XYZ):
```
18
Properties=species:S:1:pos:R:3
C -2.20009 -0.04940 -1.46322
C -1.09965 -0.69389 -0.63090
C 0.12929 -0.05058 -0.27283
C 0.33178 1.38853 -0.55298
C 1.26797 -0.86684 0.47939
C 1.46003 -0.41009 1.99563
H -3.20512 -0.55960 -1.44607
H -2.37268 0.99060 -1.09446
H -1.82945 -0.11733 -2.51980
H -1.44195 -1.59950 -0.16280
H -0.13647 2.10463 0.18682
H -0.05123 1.65745 -1.51506
H 1.46447 1.79098 -0.51699
H 2.07831 -0.69555 -0.27034
H 1.17299 -2.02092 0.38543
H 1.86352 0.59275 2.26259
H 2.03616 -1.16557 2.57949
H 0.53211 -0.29568 2.55609
```

Values from the calculation:
* SMILES string: C/C=C(\C)CC
* relative energy (zero: lowest compared OMol25 entry of this formula, charge and spin): 213.2 kJ/mol
* E_tot: -235.73702 Ha
* HOMO energy: -8.392 eV
* LUMO level: 1.096 eV
* frontier orbital gap: 9.49 eV
* 2S+1: 1

=====

# 3
The following is a quantum chemistry calculation of C6H12 in the gas phase, from OMol25.

Structure (XYZ):
```
18
Properties=species:S:1:pos:R:3
C 2.44813 0.22729 -0.30280
C 1.08671 0.57932 0.11802
C -0.08091 0.38771 -0.40671
C -0.12923 -0.54769 -1.60897
C -1.35762 0.63151 0.42306
C -1.89235 -0.53670 1.40434
H 3.23104 0.33949 0.50138
H 2.47983 -0.82246 -0.60915
H 2.75974 0.92567 -1.15551
H 1.06301 0.98453 1.17103
H 0.35345 -1.44168 -1.36794
H 0.32821 0.02049 -2.50080
H -1.10994 -0.77625 -1.82302
H -2.17733 1.08490 -0.11949
H -1.10363 1.40532 1.08165
H -2.08798 -1.51660 1.12939
H -2.71707 -0.15642 1.93513
H -1.09405 -0.78844 2.13038
```

Values from the calculation:
* SMILES string: C/C=C(\C)CC
* relative energy (zero: lowest compared OMol25 entry of this formula, charge and spin): 188.7 kJ/mol
* E_tot: -235.74636 Ha
* HOMO energy: -8.961 eV
* LUMO level: 1.116 eV
* frontier orbital gap: 10.08 eV
* 2S+1: 1

=====

# 4
The following is a quantum chemistry calculation of C6H12 in the gas phase, from OMol25.

Structure (XYZ):
```
18
Properties=species:S:1:pos:R:3
C -0.49097 -0.00598 2.89819
C -0.02376 -0.39268 1.48402
C -0.84244 -0.33202 0.43536
C -0.41311 -0.76009 -1.01765
C 0.06522 0.32843 -1.95668
C 1.55342 0.81153 -1.61025
H -0.74370 1.02318 2.90617
H 0.06247 -0.37015 3.77368
H -1.54347 -0.40780 2.92957
H 0.87171 -0.97890 1.44789
H -2.03344 0.00788 0.59802
H 0.11354 -1.75674 -0.97223
H -1.40816 -1.06709 -1.49102
H 0.02774 -0.11572 -2.97850
H -0.62122 1.15016 -1.76878
H 1.50948 1.06036 -0.59799
H 1.59984 1.74271 -2.32109
H 2.31684 0.06293 -1.75868
```

Values from the calculation:
* SMILES string: C/C=C/CCC
* relative energy (zero: lowest compared OMol25 entry of this formula, charge and spin): 223.0 kJ/mol
* E_tot: -235.73331 Ha
* HOMO energy: -9.154 eV
* LUMO level: 1.277 eV
* frontier orbital gap: 10.43 eV
* 2S+1: 1

=====

# 5
The following is a quantum chemistry calculation of 2 unconnected molecules or ions with the total composition C6H12, from OMol25.

Structure (XYZ):
```
18
Properties=species:S:1:pos:R:3
C 0.47675 -1.41750 0.81955
C -0.66844 -0.75169 1.35339
C -1.02923 0.77550 0.65603
C 0.17747 1.66658 0.47824
C -0.61995 1.14057 -0.62125
C 0.72539 -0.44186 -1.78881
H 0.34151 -2.33885 0.25956
H 0.59575 -0.62627 -0.60503
H 1.43658 -1.32133 1.32128
H -0.56414 -0.43706 2.39402
H -1.60356 -1.29791 1.20621
H -1.98154 1.07466 1.08421
H 1.13004 1.15485 0.69843
H 0.17095 2.72940 0.72146
H -1.07423 1.51412 -1.52582
H 1.25017 0.46530 -2.08726
H -0.16373 -0.59605 -2.40139
H 1.40023 -1.29246 -1.96283
```

Values from the calculation:
* relative energy (zero: lowest compared OMol25 entry of this formula, charge and spin): 625.9 kJ/mol
* E_tot: -235.57982 Ha
* HOMO energy (alpha / beta): -7.221 / -7.395 eV
* LUMO level (alpha / beta): 0.249 / 0.599 eV
* frontier orbital gap (alpha / beta): 7.47 / 7.99 eV
* 2S+1: 1

=====

# 6
The following is a quantum chemistry calculation of C6H12 in the gas phase, from OMol25.

Structure (XYZ):
```
18
Properties=species:S:1:pos:R:3
C -2.09841 2.01197 -0.54007
C -1.16633 1.02111 -0.41058
C 0.16294 1.13436 0.31717
C 0.46739 -0.19722 1.16994
C 0.40072 -1.50749 0.40173
C 1.28064 -1.49039 -0.91140
H -2.16382 2.84531 0.14888
H -3.01277 2.02374 -1.15759
H -1.33478 0.13610 -1.04449
H 0.18571 2.00965 0.93944
H 0.89990 1.40440 -0.45932
H -0.10554 -0.37557 2.11482
H 1.53206 -0.15042 1.58256
H 0.88919 -2.26325 1.18012
H -0.64248 -1.85970 0.28728
H 1.39614 -2.50174 -1.20604
H 1.02492 -1.02365 -1.81911
H 2.28455 -1.21721 -0.59333
```

Values from the calculation:
* SMILES string: C=CCCCC
* relative energy (zero: lowest compared OMol25 entry of this formula, charge and spin): 186.4 kJ/mol
* E_tot: -235.74722 Ha
* HOMO energy: -9.378 eV
* LUMO level: 1.161 eV
* frontier orbital gap: 10.54 eV
* 2S+1: 1

=====

# 7
The following is a quantum chemistry calculation of 2 unconnected molecules or ions with the total composition C6H12, from OMol25.

Structure (XYZ):
```
18
Properties=species:S:1:pos:R:3
C 2.24845 1.18497 -1.44967
C 1.19389 0.04031 -1.30839
C -0.04813 0.56433 -0.56539
C -0.92093 -0.61527 -0.00586
C -2.11249 -0.65925 2.20215
C -0.94608 -0.85685 1.45735
H 2.20559 1.61755 -0.48872
H 3.23753 0.76584 -1.65556
H 2.00553 1.85777 -2.26983
H 1.65156 -0.65858 -0.59969
H 1.00730 -0.52702 -2.23558
H 0.34287 1.09184 0.30350
H -0.66303 1.22066 -1.15718
H -1.94862 -0.50335 -0.38658
H -0.51945 -1.55186 -0.43026
H -1.66580 0.72440 1.61810
H -1.91868 -0.40900 3.22932
H -0.15300 -1.49911 1.85158
```

Values from the calculation:
* relative energy (zero: lowest compared OMol25 entry of this formula, charge and spin): 461.6 kJ/mol
* total charge: +1
* E_tot: -235.30465 Ha
* expectation value of S²: 0.759
* HOMO energy (alpha / beta): -15.290 / -15.288 eV
* LUMO level (alpha / beta): -5.872 / -8.547 eV
* frontier orbital gap (alpha / beta): 9.42 / 6.74 eV
* 2S+1: 2

=====

# 8
The following is a quantum chemistry calculation of a molecular structure, C6H12Ag3BBr6F4, from OMol25.

Structure (XYZ):
```
32
Properties=species:S:1:pos:R:3
Ag 2.21897 -6.73449 -25.62443
Ag 0.67171 -9.62738 -24.54450
Ag 1.38140 -7.04395 -21.86305
B 3.57141 -7.93591 -23.34758
F 4.83770 -8.20562 -23.73539
F 3.43925 -8.30833 -22.07245
F 3.25692 -6.57294 -23.43451
F 2.69116 -8.64204 -24.09351
Br 1.06515 -12.42804 -23.26356
C 3.05798 -12.57233 -23.52227
C 3.37301 -11.90327 -24.91151
Br 5.25229 -12.02090 -25.27761
H 3.20911 -13.64516 -23.40265
H 3.67527 -12.05289 -22.78930
H 3.19015 -10.84403 -25.09221
H 2.84294 -12.25980 -25.79470
Br 6.06482 -6.89295 -20.21146
C 6.61529 -8.71222 -20.63103
C 7.82938 -9.02603 -19.74927
Br 8.14023 -10.93159 -19.73614
H 6.69967 -8.74527 -21.71725
H 5.85627 -9.39497 -20.24914
H 7.59299 -8.72916 -18.72747
H 8.81321 -8.61873 -19.98227
Br 8.04346 -10.85491 -27.09006
C 8.41286 -9.15663 -26.16073
C 8.27734 -9.32338 -24.60108
Br 8.71092 -7.66295 -23.59323
H 7.85983 -8.30587 -26.55881
H 9.47648 -8.94682 -26.27375
H 8.83770 -10.12622 -24.12198
H 7.24248 -9.59578 -24.39385
```

Values from the calculation:
* relative energy (zero: lowest compared OMol25 entry of this formula, charge and spin): 236.0 kJ/mol
* total charge: +2
* E_tot: -16544.57543 Ha
* HOMO energy: -13.778 eV
* LUMO level: -10.493 eV
* frontier orbital gap: 3.28 eV
* 2S+1: 1

=====

# 9
The following is a quantum chemistry calculation of a molecular structure, C6H12AlO14S2, from OMol25.

Structure (XYZ):
```
35
Properties=species:S:1:pos:R:3
Al -1.30818 0.15185 -1.04949
S -0.10426 -0.19929 -4.05040
O 0.11059 -1.32239 -3.13913
O 0.51707 0.91890 -3.38228
O 0.27108 -0.39843 -5.43037
O -1.54431 0.08234 -3.94282
S -2.58332 0.65916 1.92387
O -1.13695 0.51176 1.92903
O -2.80738 1.68156 0.97619
O -3.01896 -0.61207 1.38228
O -3.18670 0.89815 3.19432
C 1.55070 4.60227 -1.58319
O 1.90611 4.25873 -0.26318
C 1.22128 3.18515 0.35797
O 0.45667 2.35967 -0.19018
O 1.68386 3.15548 1.56350
C 1.19858 2.18960 2.50465
H 0.79978 5.39142 -1.62131
H 1.05780 3.76839 -2.08297
H 2.35387 5.07618 -2.14748
H 1.28947 1.15725 2.16689
H 0.13733 2.39820 2.64007
H 1.70525 2.35362 3.45570
C 1.59641 -3.69759 -1.10257
O 1.09893 -4.06727 0.18797
C 0.03194 -3.44365 0.62449
O -0.39929 -2.42316 0.05630
O -0.49884 -4.06054 1.70944
C -1.64853 -3.52680 2.30281
H 1.00178 -4.22130 -1.85104
H 2.61139 -4.06735 -1.24817
H 1.62381 -2.62592 -1.29979
H -1.86225 -4.01712 3.25255
H -2.51195 -3.66043 1.65110
H -1.61277 -2.45635 2.50521
```

Values from the calculation:
* relative energy (zero: lowest compared OMol25 entry of this formula, charge and spin): 0.0 kJ/mol
* total charge: -2
* E_tot: -2327.97301 Ha
* expectation value of S²: 0.760
* HOMO energy (alpha / beta): -1.176 / -1.164 eV
* LUMO level (alpha / beta): 4.853 / 2.263 eV
* frontier orbital gap (alpha / beta): 6.03 / 3.43 eV
* 2S+1: 2

=====

# 10
The following is a quantum chemistry calculation of a molecular structure, C6H12BF10FeN3O4S2, from OMol25.

Structure (XYZ):
```
39
Properties=species:S:1:pos:R:3
Fe -0.02886 0.30000 0.63723
N -0.62738 -1.37589 1.50591
C -0.01193 -2.71257 1.26847
C 1.48148 -2.69492 1.57697
C 2.37420 -2.60905 0.33822
C 1.94784 -1.57831 -0.69132
N 1.71811 -0.23685 -0.08026
H -0.60781 -1.18279 2.51022
H -1.61684 -1.41673 1.26050
H -0.21695 -2.99651 0.23671
H -0.53413 -3.42318 1.90874
H 1.74705 -3.59727 2.12575
H 1.69053 -1.86978 2.26711
H 2.39205 -3.57604 -0.16798
H 3.40218 -2.41319 0.65194
H 1.03071 -1.86063 -1.20481
H 2.72204 -1.47402 -1.45135
H 1.94792 0.47784 -0.77719
H 2.38388 -0.08378 0.68016
F 0.80155 4.73516 -1.09050
C -0.10659 4.09567 -1.79973
F -1.31548 4.33265 -1.33296
F -0.02259 4.41958 -3.07104
S 0.24763 2.28387 -1.63815
O 0.08127 2.04683 -0.16972
O 1.56778 2.00751 -2.11298
N -0.91088 1.64769 -2.46510
S -1.52851 0.24593 -2.16473
O -1.59566 -0.63342 -3.26892
O -0.92640 -0.37696 -0.94523
C -3.25875 0.64808 -1.65335
F -3.87316 1.24687 -2.65028
F -3.86970 -0.48440 -1.34062
F -3.21283 1.44375 -0.59193
F -1.49995 1.12357 1.63181
B -0.73634 1.40542 2.86573
F 0.67487 0.97826 2.24161
F -1.01180 0.47197 3.79331
F -0.69856 2.68564 3.16776
```

Values from the calculation:
* relative energy (zero: lowest compared OMol25 entry of this formula, charge and spin): 0.0 kJ/mol
* total charge: +1
* E_tot: -3784.63413 Ha
* expectation value of S²: 0.781
* HOMO energy (alpha / beta): -14.916 / -14.948 eV
* LUMO level (alpha / beta): -5.381 / -5.743 eV
* frontier orbital gap (alpha / beta): 9.53 / 9.21 eV
* 2S+1: 2